ORCA calculation (ωB97M-V/def2-TZVPD) on C28H28N8PdSe as an isolated structure.

Calculated values
net charge: +4
2S+1: 5
calculated total energy: -4049.5570 Ha
E_HOMO (spin up / spin down): -0.745 / -0.745 Ha
orbital gap (spin up / spin down): 7.83 / 5.97 eV
ΔE to the lowest compared entry with this formula, charge and spin: 0.0 kJ/mol

```
66
C28H28N8PdSe ωB97M-V/def2-TZVPD
Pd 0.237 0.171 -0.286
C 1.084 3.611 -1.109
C -0.434 3.611 -1.309
C -0.768 2.541 -2.318
C -1.544 2.849 -3.424
C -1.641 1.951 -4.477
C -0.908 0.775 -4.414
C -0.199 0.506 -3.263
N -0.160 1.340 -2.210
N 1.554 2.642 -0.127
C 1.226 2.950 1.277
C -0.128 2.471 1.770
C -0.717 3.171 2.810
C -1.948 2.761 3.302
C -2.559 1.656 2.728
C -1.909 1.003 1.702
N -0.713 1.390 1.225
C 2.876 2.078 -0.417
C 3.194 1.000 0.575
C 4.420 0.902 1.198
C 4.569 -0.002 2.246
C 3.466 -0.736 2.652
C 2.278 -0.603 1.954
N 2.144 0.216 0.902
H 1.444 4.589 -0.762
H 1.574 3.389 -2.055
H -0.702 4.583 -1.722
H -0.991 3.510 -0.377
H -2.027 3.816 -3.481
H -2.240 2.186 -5.348
H -0.878 0.078 -5.241
H 0.377 -0.407 -3.178
H 1.266 4.039 1.361
H 2.005 2.537 1.917
H -0.220 4.037 3.230
H -2.421 3.301 4.113
H -3.523 1.305 3.071
H -2.338 0.119 1.248
H 3.590 2.912 -0.375
H 2.870 1.716 -1.449
H 5.239 1.544 0.900
H 5.518 -0.097 2.758
H 3.520 -1.406 3.499
H 1.401 -1.171 2.237
Se 2.316 -3.546 -0.167
N 0.730 -2.906 0.404
C 0.060 -3.952 0.868
C -1.259 -3.920 1.428
C -1.871 -5.109 1.834
C -1.214 -6.332 1.752
C 0.085 -6.417 1.212
C 0.730 -5.221 0.785
N 1.941 -5.219 0.262
H -1.759 -2.971 1.569
H -2.872 -5.074 2.244
H -1.694 -7.235 2.110
H 0.586 -7.372 1.095
N -2.736 -0.505 -1.220
C -3.476 -1.309 -2.000
C -2.648 -2.318 -2.447
C -1.406 -2.034 -1.884
N -1.457 -0.932 -1.128
H -3.034 0.350 -0.778
H -4.521 -1.109 -2.176
H -2.910 -3.134 -3.097
H -0.480 -2.571 -2.006
```

Atomic partial charges in e from the Löwdin method, atoms 1 to 5:
1 Pd 1.105
2 C -0.101
3 C -0.064
4 C -0.262
5 C 0.030